Here is a structure of composition C15H24GdN4O5 at a distorted geometry from the Open Molecules 2025 dataset. Energies are from ωB97M-V with the def2-TZVPD basis set.

Values from the calculation:
charge	+1
spin multiplicity	8
energy above the lowest of the compared OMol25 structures with the same formula, charge and spin	673.5	kJ/mol
LUMO (alpha / beta)	-5.6634 / -5.6658	eV
E_HOMO (alpha / beta)	-0.303 / -0.303	hartree
electronic energy	-1946.3490	hartree

Each line ends with the Löwdin spin population.
Cartesian coordinates (Å):
O -0.31 4.23 1.07  0.00
H 0.53 3.88 0.70  0.00
Gd 0.17 -0.14 -0.18  6.79
N -0.82 -0.71 -2.15  -0.01
N 1.44 -1.78 -1.32  -0.01
O -2.06 -0.19 -2.55  0.00
O 2.76 -2.14 -1.01  0.00
C -0.21 -1.56 -3.03  0.00
C 1.06 -2.11 -2.59  0.00
C -0.84 -1.95 -4.34  0.00
C 1.86 -3.03 -3.47  0.00
H -1.62 -1.21 -4.61  0.00
H -1.30 -2.97 -4.26  0.00
H -0.05 -1.99 -5.14  0.00
H 2.60 -3.56 -2.86  0.00
H 2.38 -2.45 -4.27  0.00
H 1.17 -3.75 -3.97  0.00
H -2.26 0.62 -2.05  0.00
H 3.00 -1.74 -0.16  0.00
O -0.70 -2.52 0.48  -0.01
H -1.39 -1.96 0.05  0.00
H 0.05 -2.56 -0.16  0.00
C 1.61 1.43 -1.09  0.24
H 1.52 2.50 -1.05  0.01
H 1.35 0.82 -2.01  0.01
H 2.36 0.88 -0.46  0.01
O -2.61 3.15 -1.52  0.00
H -2.28 3.77 -0.88  0.00
H -1.78 2.67 -1.83  0.00
C -3.36 2.11 1.53  0.00
C -2.76 2.46 2.75  0.00
C -1.49 2.01 3.12  0.00
C -0.79 1.15 2.27  0.00
N -1.45 0.80 1.12  -0.01
C -2.63 1.29 0.70  0.00
C 0.51 0.47 2.70  0.00
C 1.01 0.65 4.00  0.00
C 2.07 -0.13 4.46  0.00
C 2.65 -1.11 3.64  0.00
C 2.16 -1.25 2.35  0.00
N 1.14 -0.47 1.91  -0.01
H -4.33 2.45 1.19  0.00
H -3.28 3.13 3.42  0.00
H -1.01 2.26 4.06  0.00
H -2.98 0.93 -0.29  0.00
H 0.50 1.39 4.62  0.00
H 2.42 0.02 5.48  0.00
H 3.45 -1.77 3.97  0.00
H 2.52 -2.03 1.65  0.00